# 1
Below is C7H7N5OS in the gas phase in a non-equilibrium geometry, with properties calculated with ωB97M-V/def2-TZVPD.

Each line ends with the natural charge from an NBO analysis.
Positions of all 21 atoms, in Å:
O  1.953670  -1.556470  -0.056551  -0.61
N  0.671393  0.134385  3.803225  -0.24
N  1.834821  -0.366021  4.013015  0.01
N  -0.870979  0.433441  1.834724  -0.49
S  -2.479014  0.924953  -0.135171  0.32
C  1.112650  -0.861087  0.481299  0.64
C  -0.962019  0.328635  0.539843  0.30
C  0.273886  0.018624  2.487769  0.26
C  1.293839  -0.601550  1.862349  -0.05
N  2.242298  -0.863019  2.823767  -0.33
N  0.082338  -0.223284  -0.228279  -0.44
C  -2.212447  0.846433  -1.945880  -0.53
C  0.059745  -0.337576  -1.674593  -0.22
C  -0.706316  0.831890  -2.326906  -0.41
H  3.162508  -1.266836  2.641762  0.43
H  -2.762344  1.691752  -2.416260  0.24
H  -2.671874  -0.056634  -2.345984  0.21
H  1.088455  -0.277455  -2.005632  0.24
H  -0.300546  -1.325958  -1.969625  0.21
H  -0.236353  1.801575  -2.000156  0.22
H  -0.573711  0.724202  -3.382716  0.23

Force components x, y, z for each atom (eV/Å):
O 0.0 -0.4 -1.5
N -1.6 1.0 1.4
N -0.6 -0.2 -1.8
N -0.4 0.3 0.1
S 0.4 0.0 -0.4
C 2.3 -0.7 -0.9
C 1.2 -0.3 1.1
C 0.5 0.1 0.3
C -0.7 0.4 0.7
N 0.2 -0.3 -1.6
N -0.9 0.1 1.8
C 0.5 0.0 -0.6
C -0.1 0.5 -0.4
C -0.2 0.5 1.7
H -0.5 0.2 0.5
H 0.5 -0.4 0.5
H -0.1 -0.1 0.2
H 0.3 -0.1 0.0
H -0.2 0.1 -0.1
H -0.4 -0.9 -0.3
H -0.1 0.1 -0.7

Properties
energy above the lowest of the compared OMol25 structures with the same formula, charge and spin	0.000	eV
SMILES	O=c1c2[nH]nnc2nc2n1CCCS2
electronic energy	-1018.13623	Eh
net charge	0
spin multiplicity	1

# 2
Below is a gas-phase ion, C7H12N3O2 (charge +1) in a non-equilibrium geometry, with properties calculated with ωB97M-V/def2-TZVPD.

Each line ends with the natural charge from an NBO analysis.
Positions of all 24 atoms, in Å:
C  -0.593664  2.111828  0.913196  0.37
C  -3.604212  -0.551772  -0.616941  0.63
C  2.243063  0.138714  0.482735  -0.45
C  1.819200  0.575365  -0.941186  -0.39
C  1.676232  -1.275473  0.633597  -0.23
C  0.229029  0.832594  -0.911228  -0.11
C  -0.634652  -0.380661  -0.240999  0.02
N  0.036456  1.939402  -0.101790  -0.30
N  -1.638856  0.100736  0.565517  -0.38
N  0.207980  -1.170783  0.677629  -0.51
O  -3.347795  -1.729489  -0.558609  -0.56
O  -2.875982  0.449836  -0.026013  -0.39
H  -1.082632  2.543941  1.733779  0.27
H  -4.493146  0.052289  -0.929059  0.16
H  3.296632  0.291658  0.579286  0.26
H  1.842443  0.928204  1.181582  0.22
H  2.249539  1.592185  -1.245535  0.26
H  1.932072  -0.196042  -1.718612  0.23
H  2.143923  -1.884241  -0.139316  0.25
H  1.808533  -1.815489  1.650915  0.24
H  -0.113988  1.091940  -1.945793  0.26
H  -0.956565  -0.803406  -1.214429  0.26
H  -0.064481  -2.116190  0.563908  0.45
H  -0.079122  -0.725144  1.607369  0.47

Force components x, y, z for each atom (eV/Å):
C 0.5 -3.1 -4.2
C -0.1 -0.2 1.7
C -0.9 1.2 -0.7
C -1.6 1.5 -0.2
C 1.8 0.6 2.8
C 2.0 -0.5 -0.9
C -0.5 2.4 -3.2
N -1.4 2.5 3.5
N -0.1 0.2 2.4
N -0.3 0.7 0.1
O -0.3 1.6 -0.8
O 1.0 -0.1 -1.1
H -0.2 0.9 0.8
H 0.2 -1.2 -0.4
H 0.8 -0.8 0.1
H 0.1 -1.2 -0.3
H -0.3 -1.8 0.3
H 0.6 0.3 0.3
H -0.9 -0.3 -0.2
H 0.7 1.0 -1.6
H 0.1 -0.4 0.9
H 0.1 -1.0 1.1
H -1.3 -1.2 0.7
H 0.1 -1.3 -1.1

Properties
energy above the lowest of the compared OMol25 structures with the same formula, charge and spin	5.284	eV
electronic energy	-588.23397	Eh
net charge	+1
spin multiplicity	1

# 3
Below is a molecular structure, C35H30Cl2F3GaN4O4S2, with properties calculated with ωB97M-V/def2-TZVPD.

Each line ends with the Löwdin charge.
Positions of all 81 atoms, in Å:
Ga  -1.228323  0.994210  -0.695429  0.10
F  3.510074  3.258442  0.240054  0.13
C  3.796995  2.085847  -0.355956  -0.60
F  5.034582  1.739402  0.053157  0.13
F  3.875050  2.319658  -1.671906  0.12
C  2.789363  1.026908  -0.009328  -0.11
C  3.177202  -0.101387  0.688429  0.01
C  2.248908  -1.078865  1.028660  -0.05
C  0.934550  -0.869920  0.674052  -0.08
N  0.562366  0.224526  0.012534  0.02
C  1.439894  1.172939  -0.377522  -0.65
S  0.705308  2.435775  -1.300035  0.77
H  4.217681  -0.224708  0.956090  0.13
H  2.541352  -1.979701  1.547258  0.11
H  0.141565  -1.572079  0.900078  0.13
N  -2.872465  1.849940  -1.586638  0.04
C  -4.086756  1.820079  -0.738332  -0.19
C  -4.494642  0.394840  -0.371726  -0.08
C  -3.548592  -0.335276  0.572815  -0.62
O  -3.981769  -0.916050  1.552759  0.05
O  -2.278742  -0.315795  0.268283  -0.05
H  -2.662015  2.800350  -1.873089  0.12
H  -3.019889  1.266958  -2.424683  0.09
H  -4.914992  2.294152  -1.268586  0.12
H  -3.885122  2.413611  0.154622  0.10
H  -4.572999  -0.198024  -1.286366  0.12
H  -5.475100  0.416535  0.100184  0.12
N  -1.367196  2.294458  0.933611  -0.31
S  -1.971211  1.770120  2.323490  1.12
C  -1.950634  3.164748  3.437808  -0.38
C  -1.571643  4.425219  3.013951  -0.07
C  -1.578839  5.471935  3.928809  -0.07
C  -1.968236  5.250613  5.239730  -0.07
C  -2.362699  3.981084  5.647750  -0.07
C  -2.358202  2.931676  4.746319  -0.08
C  -0.791712  0.722255  3.153526  -0.39
C  -1.180540  -0.585382  3.396043  -0.07
C  -0.273526  -1.438473  4.018041  -0.06
C  0.986764  -0.980825  4.366743  -0.07
C  1.364241  0.333319  4.099242  -0.07
C  0.470682  1.195421  3.492661  -0.07
H  -0.469822  2.764081  1.044186  -0.01
H  -1.295159  4.599061  1.982517  0.11
H  -1.280648  6.461363  3.608921  0.11
H  -1.971678  6.069140  5.947179  0.11
H  -2.676218  3.810572  6.668889  0.11
H  -2.660971  1.937819  5.054704  0.12
H  -2.157064  -0.930202  3.071513  0.10
H  -0.557003  -2.463227  4.218541  0.11
H  1.688866  -1.650520  4.846912  0.11
H  2.353342  0.680831  4.367374  0.11
H  0.744933  2.225996  3.293753  0.12
Cl  2.352074  -4.325603  -0.776813  0.72
C  3.186185  -2.982778  -1.486220  -0.61
C  4.550504  -2.860316  -1.286860  -0.11
C  5.221840  -1.774241  -1.828343  -0.08
C  4.537545  -0.832068  -2.577456  -0.11
C  3.174787  -0.985535  -2.780829  -0.58
Cl  2.331044  0.167230  -3.753355  0.77
C  2.458198  -2.049294  -2.226959  -0.34
N  1.067811  -2.182442  -2.385295  0.06
C  0.568969  -2.926531  -3.471622  -0.20
C  1.412688  -3.574025  -4.369964  -0.02
C  0.890977  -4.291154  -5.435874  -0.09
C  -0.478500  -4.364132  -5.624823  -0.10
C  -1.318065  -3.731647  -4.718569  -0.04
C  -0.821513  -3.023222  -3.633518  -0.15
C  -1.777923  -2.445858  -2.617043  -0.03
C  -1.987835  -0.941024  -2.690539  -0.56
O  -3.044664  -0.476785  -3.110051  0.04
O  -1.002994  -0.210715  -2.251042  -0.09
H  5.072188  -3.608437  -0.706501  0.10
H  6.286821  -1.666210  -1.670956  0.11
H  5.046235  0.016382  -3.013000  0.11
H  0.549122  -1.313831  -2.256933  0.08
H  2.485701  -3.504889  -4.243191  0.11
H  1.564884  -4.784604  -6.124649  0.10
H  -0.892455  -4.915138  -6.458598  0.10
H  -2.392692  -3.801132  -4.841144  0.11
H  -1.408022  -2.661639  -1.609863  0.13
H  -2.752223  -2.913812  -2.741581  0.12

Force components x, y, z for each atom (eV/Å):
Ga 0.0 0.0 -0.1
F 0.0 0.0 0.0
C 0.0 0.0 0.0
F 0.0 0.0 0.0
F 0.0 0.0 0.0
C 0.0 0.0 0.0
C 0.0 0.0 0.0
C 0.0 0.0 0.0
C 0.0 0.0 0.0
N 0.0 0.0 0.0
C 0.0 0.0 0.0
S 0.0 0.0 0.0
H 0.0 0.0 0.0
H 0.0 0.0 0.0
H 0.0 0.0 0.0
N 0.0 0.0 0.0
C 0.0 0.0 0.0
C 0.0 0.0 0.0
C -0.1 0.0 0.0
O 0.0 0.0 0.0
O 0.1 0.0 0.1
H 0.0 0.0 0.0
H 0.0 0.0 0.0
H 0.0 0.0 0.0
H 0.0 0.0 0.0
H 0.0 0.0 0.0
H 0.0 0.0 0.0
N 0.0 0.1 0.0
S -0.1 0.0 -0.1
C 0.0 0.0 0.1
C 0.0 0.0 -0.1
C 0.0 0.0 0.0
C 0.0 0.0 0.0
C 0.0 0.0 0.0
C 0.0 0.0 0.0
C 0.0 0.0 0.0
C 0.0 0.0 0.0
C 0.0 0.0 0.0
C 0.0 0.0 0.0
C 0.0 0.0 0.0
C 0.0 0.0 0.0
H 0.0 0.0 0.0
H 0.0 0.0 0.0
H 0.0 0.0 0.0
H 0.0 0.0 0.0
H 0.0 0.0 0.0
H 0.0 0.0 0.0
H 0.0 0.0 0.0
H 0.0 0.0 0.0
H 0.0 0.0 0.0
H 0.0 0.0 0.0
H 0.0 0.0 0.0
Cl 0.0 0.0 0.0
C 0.0 0.0 0.0
C 0.0 0.0 0.0
C 0.0 0.0 0.0
C 0.0 0.0 0.0
C 0.0 0.0 0.0
Cl 0.0 0.0 0.0
C 0.0 0.0 0.0
N 0.0 0.0 0.0
C 0.0 0.0 0.0
C 0.0 0.0 0.0
C 0.0 0.0 0.0
C 0.0 0.0 0.0
C 0.0 0.0 0.0
C 0.0 0.0 0.0
C 0.0 0.0 0.0
C 0.0 0.0 0.0
O 0.0 0.0 0.0
O 0.0 0.0 0.0
H 0.0 0.0 0.0
H 0.0 0.0 0.0
H 0.0 0.0 0.0
H 0.0 0.0 0.0
H 0.0 0.0 0.0
H 0.0 0.0 0.0
H 0.0 0.0 0.0
H 0.0 0.0 0.0
H 0.0 0.0 0.0
H 0.0 0.0 0.0

Properties
energy above the lowest of the compared OMol25 structures with the same formula, charge and spin	0.000	eV
electronic energy	-5813.08125	Eh
net charge	0
spin multiplicity	1

| no. | gap between HOMO and LUMO (eV) |
| --- | --- |
| 1 | 9.22 |
| 2 | 8.74 |
| 3 | 7.88 |